Entry 1:
DFT (wB97M-V/def2-TZVPD) results for C11H13BClCrN as an isolated structure at a distorted geometry.

gap between HOMO and LUMO (alpha / beta)	0.1942 / 0.1938	Eh
E_HOMO (alpha / beta)	-0.38 / -0.38	eV
total charge	-2
expectation value of S²	6.02
spin multiplicity	5

```
28
Properties=species:S:1:pos:R:3:forces:R:3
C 0.93645 -2.13408 1.67107 -0.6 -1.4 -0.4
C 1.00165 -1.86922 0.25576 0.2 -0.8 -0.1
C -0.31939 -1.74429 -0.24771 -0.4 -0.6 -0.1
H 1.87941 -1.92635 -0.40034 -0.3 0.4 0.6
C -1.23176 -1.82992 0.84741 0.0 -1.6 -0.6
C -0.46865 -2.16516 2.01755 0.7 -0.8 -0.6
H -0.87483 -2.44243 2.98984 0.2 0.5 -0.3
H 1.78456 -2.30023 2.35131 -0.6 0.1 -0.4
H -0.61414 -1.81930 -1.30152 0.3 0.8 0.5
H -2.32081 -1.83069 0.70419 0.6 0.1 0.4
Cr 0.07923 -0.18378 1.35085 -0.6 1.4 0.1
Cl 1.15935 1.67851 0.97541 0.8 1.2 -0.3
C 0.11053 2.89100 -3.75722 -0.1 -1.2 -0.8
C -1.12299 2.24913 -4.10165 1.3 -0.4 -0.3
C -0.81134 1.01073 -4.75016 0.8 0.9 0.4
H -2.11463 2.63943 -3.92346 -0.1 0.0 0.1
C 0.61435 0.88789 -4.80851 -0.6 1.0 0.5
C 1.18431 2.04991 -4.19492 -1.4 -0.2 -0.2
H 2.23917 2.26365 -4.09886 0.1 0.0 0.1
H 0.21294 3.85017 -3.27055 0.0 0.0 0.1
H -1.52591 0.30367 -5.14703 -0.1 -0.1 0.0
H 1.16267 0.07216 -5.25781 0.1 -0.1 0.0
B -0.05889 0.02361 5.83091 0.0 0.1 1.6
C -0.41539 0.11370 4.32766 0.0 0.3 -2.3
N -0.57356 0.19093 3.17026 0.0 0.6 3.0
H 1.00560 -0.58304 6.03287 -0.4 0.2 -0.4
H -0.95726 -0.56871 6.44123 0.2 0.1 -0.3
H 0.03933 1.17272 6.29339 -0.1 -0.4 -0.3
```
Forces are in eV/Å.

Results of the Löwdin charge analysis, in e, for atoms 1 through 6: C -0.20; C -0.21; C -0.18; H 0.11; C -0.22; C -0.22

=====

Entry 2:
DFT (wB97M-V/def2-TZVPD) results for the molecule C10H11NO at a distorted geometry.

energy relative to the best compared isomer or geometry (same formula, charge and spin)	525.9	kJ/mol
gap between HOMO and LUMO	0.3311	Eh
E_HOMO	-8.85	eV
SMILES	C[C@@H]1Cc2ccccc2C(=O)N1
spin multiplicity	1

```
23
Properties=species:S:1:pos:R:3:forces:R:3
C 1.33599 -2.99329 -1.80715 1.3 -1.1 -1.1
C 1.24162 -1.62802 -1.12333 -1.5 4.8 -0.8
C 0.91450 -1.36510 0.51060 -1.7 -1.2 -1.7
C 0.50664 0.14019 0.97262 1.0 -2.1 0.4
C 0.98791 0.97179 2.04964 -1.9 1.4 1.1
C 0.30219 2.18994 2.39020 -3.9 -3.9 -2.5
C -1.14534 2.31294 1.71551 2.1 0.2 -0.2
C -1.54773 1.59079 0.52936 3.9 0.0 1.9
C -0.53315 0.48670 0.23146 -3.4 3.5 -0.7
C -0.72646 -0.08151 -1.09890 -6.2 3.1 -3.3
O -1.79583 0.48996 -1.64232 3.7 -2.9 0.1
N 0.02639 -0.89973 -1.81639 1.8 -1.2 3.7
H 2.34824 -3.45395 -1.63601 -1.1 0.0 0.8
H 1.51250 -2.96298 -2.97553 -1.2 0.7 2.1
H 0.46347 -3.69812 -1.56797 1.4 1.1 -0.3
H 2.03827 -0.81901 -1.47932 -0.7 -2.4 1.1
H 0.13217 -2.29780 0.80672 2.1 2.9 -0.3
H 1.80264 -1.32362 1.01514 2.6 -1.7 1.3
H 1.55401 0.71480 2.94855 0.9 -0.7 -1.1
H 0.52937 2.57268 3.38939 -0.2 0.5 -0.7
H -1.78891 3.06290 2.21902 0.4 -0.4 -0.8
H -2.30409 1.81842 -0.30652 1.0 -0.5 2.2
H -0.12282 -0.98144 -2.78033 -0.4 -0.1 -1.3
```
Forces are in eV/Å.

Results of the Löwdin charge analysis, in e, for atoms 1 through 6: C -0.10; C -0.26; C -0.03; C -0.17; C -0.05; C -0.02

=====

Entry 3:
DFT (wB97M-V/def2-TZVPD) results for a 2-piece molecular cluster, C3H6O3S overall.

energy relative to the best compared isomer or geometry (same formula, charge and spin)	18.4	kJ/mol
gap between HOMO and LUMO	0.2098	Eh
E_HOMO	0.48	eV
total charge	-2
spin multiplicity	1

```
13
Properties=species:S:1:pos:R:3:forces:R:3
O -0.11344 -1.45538 -1.20073 -0.1 -0.3 0.2
C 0.25954 -0.24921 -1.31218 0.3 0.1 -0.1
O -0.05371 0.51424 -2.24606 0.0 0.3 -0.1
C 1.19319 0.30166 -0.20790 -0.8 0.1 0.1
C 0.41349 1.13106 0.83592 0.6 0.0 0.4
S 1.32806 1.40259 2.43067 -0.1 0.0 -0.2
H 1.92920 0.94504 -0.68247 0.3 0.0 0.1
H 1.63568 -0.52716 0.33839 0.3 0.0 -0.1
H 0.19037 2.12201 0.44327 -0.3 -0.1 -0.2
H -0.51024 0.60371 1.06632 -0.2 0.1 0.0
H -2.25027 -1.25914 0.86527 0.0 -0.1 -0.2
H -1.58939 -1.71025 -0.43001 -0.1 -0.1 0.0
O -2.43247 -1.81916 0.09952 0.1 0.1 0.2
```
Forces are in eV/Å.

Results of the Löwdin charge analysis, in e, for atoms 1 through 6: O -0.13; C -0.73; O -0.09; C -0.24; C -0.76; S -0.08

=====

Entry 4:
DFT (wB97M-V/def2-TZVPD) results for the molecule C6H15N at a distorted geometry.

energy relative to the best compared isomer or geometry (same formula, charge and spin)	88.1	kJ/mol
gap between HOMO and LUMO	0.3618	Eh
E_HOMO	-8.69	eV
SMILES	CC[C@@H](C)[C@H](C)N
spin multiplicity	1

```
22
Properties=species:S:1:pos:R:3:forces:R:3
C -0.98835 2.55869 -0.62678 -0.5 0.5 1.2
C -0.74182 1.39719 0.34350 0.9 -1.0 0.6
C 0.08874 0.21335 -0.28284 -0.9 2.4 -0.4
C 1.54366 0.65950 -0.30848 1.3 -0.5 -0.4
C -0.33524 -1.14669 0.21185 1.1 -1.7 -1.2
C 0.33062 -1.60130 1.51683 -1.2 1.7 -0.4
N 0.03592 -2.12439 -0.84020 0.9 0.8 0.3
H -0.73968 2.37320 -1.66471 -0.1 -0.2 -0.2
H -0.41631 3.42634 -0.29118 0.2 0.0 -0.2
H -2.02375 2.88451 -0.50762 -0.1 0.0 -0.5
H -1.60882 0.94970 0.84158 -0.4 0.4 -0.6
H -0.18953 1.81074 1.18928 0.2 -0.1 0.1
H -0.22913 0.31728 -1.32962 0.0 -0.7 -0.1
H 2.24412 0.03261 -0.87459 -0.5 -0.5 0.1
H 1.64722 1.59778 -0.86145 -0.4 0.2 0.3
H 2.05125 0.79224 0.65170 -0.5 0.1 0.2
H -1.41497 -1.23073 0.29671 -0.3 0.7 0.5
H 1.40361 -1.45448 1.44755 0.2 -0.8 0.0
H -0.00845 -0.87438 2.26528 0.0 -0.3 0.3
H -0.09308 -2.57365 1.74694 0.7 -0.3 0.3
H -0.32116 -1.98999 -1.77065 -0.2 -0.1 0.2
H 0.14737 -3.06787 -0.54685 -0.2 -0.5 0.0
```
Forces are in eV/Å.

Results of the Löwdin charge analysis, in e, for atoms 1 through 6: C -0.10; C -0.22; C -0.36; C -0.08; C -0.43; C -0.05

=====

Entry 5:
DFT (wB97M-V/def2-TZVPD) results for C33H30BrCl5GeHfN4O2 as an isolated structure at a distorted geometry.

energy relative to the best compared isomer or geometry (same formula, charge and spin)	0.0	kJ/mol
gap between HOMO and LUMO	0.1970	Eh
E_HOMO	-6.30	eV
spin multiplicity	1

```
77
Properties=species:S:1:pos:R:3:forces:R:3
Hf 0.01561 -1.24533 0.03164 0.2 -3.8 -0.4
Cl 2.32226 -3.85824 -1.14451 0.0 -0.2 0.0
C 2.69018 -2.27454 -1.72852 -0.2 0.2 0.2
C 1.91922 -1.20261 -1.26295 0.8 0.3 -0.7
C 2.37487 0.04420 -1.68959 0.0 -0.5 0.0
Cl 1.51049 1.42165 -1.08058 0.2 0.5 0.0
C 3.47187 0.25393 -2.51557 0.0 0.0 0.0
Cl 3.97013 1.84500 -2.94126 0.0 0.1 0.0
C 4.16517 -0.85347 -2.99048 0.0 0.0 0.0
Cl 5.51353 -0.64080 -4.03120 0.0 0.0 0.0
C 3.77052 -2.13056 -2.59505 0.0 0.0 0.0
Cl 4.62471 -3.50280 -3.17990 0.0 0.0 0.0
Br 3.75900 7.12237 0.49255 -0.1 0.0 -0.1
C 1.96335 6.71022 0.03250 0.1 0.1 0.1
C 0.94398 7.56743 0.41276 0.2 0.0 0.1
C -0.36485 7.26040 0.08860 -0.4 -0.3 -0.1
C -0.66995 6.08165 -0.59280 1.2 0.1 0.3
C 0.37813 5.22909 -0.96351 -0.1 0.2 -0.2
C 1.68877 5.54652 -0.66734 0.0 -0.1 0.0
N -1.97839 5.89611 -1.07814 -0.7 0.0 -0.5
N -2.51294 4.78158 -1.17801 -0.5 0.6 -0.1
C -1.99730 3.65508 -0.52570 0.5 -0.7 0.7
C -1.57488 3.68608 0.79085 -0.5 0.1 -0.4
C -1.12805 2.53968 1.44523 0.1 -0.3 0.0
C -1.01909 1.33222 0.77550 -0.2 0.5 0.4
O -0.50832 0.24312 1.32033 -0.7 1.2 0.5
C -1.44193 1.28454 -0.58380 -0.3 0.4 -0.2
N -1.23015 0.10950 -1.24637 -0.2 0.6 -0.1
C -1.56548 0.02197 -2.51858 0.1 -0.4 0.2
C -2.11714 1.09285 -3.22566 -0.1 0.5 0.0
C -2.30783 2.29488 -2.58917 0.0 -0.3 -0.2
C -1.97212 2.42196 -1.22822 0.3 0.0 0.2
H 1.17160 8.47700 0.95100 0.0 0.0 0.0
H -1.17108 7.92199 0.37793 0.0 0.1 -0.1
H 0.16514 4.32541 -1.51984 0.1 0.0 0.0
H 2.48919 4.89018 -0.98107 0.0 0.0 0.0
H -1.61318 4.62603 1.32642 0.0 0.0 0.0
H -0.81666 2.59217 2.48030 0.0 0.0 0.0
H -1.39077 -0.94091 -2.98323 0.0 0.0 0.0
H -2.37306 0.97291 -4.26826 0.0 -0.1 0.0
H -2.70018 3.15398 -3.11794 0.0 0.0 0.0
O -1.08487 -2.13386 2.08522 0.3 0.3 0.1
C -1.07791 -3.39173 2.76605 0.1 -0.3 -0.1
C 0.28561 -3.72694 3.34762 -0.1 0.1 -0.3
C 1.35823 -3.78098 2.23473 0.0 0.0 0.2
C 2.24427 -2.57262 2.27886 -0.1 -0.1 -0.2
C 3.45463 -2.60311 2.96156 0.1 0.1 0.1
C 4.21157 -1.45123 3.07396 -0.1 0.0 -0.1
C 3.72833 -0.28346 2.49999 0.0 0.0 0.1
C 2.52854 -0.33420 1.82446 -0.1 0.1 0.0
N 1.79934 -1.45152 1.68736 0.3 -0.1 0.1
H -0.99708 -1.41474 2.72469 -0.1 0.1 0.0
H -1.34212 -4.12353 2.00332 0.0 0.0 0.0
H -1.84468 -3.39708 3.54479 -0.1 0.1 -0.1
H 0.21087 -4.69232 3.85021 0.0 0.0 0.0
H 0.55894 -2.98234 4.10165 0.0 -0.1 0.1
H 0.85363 -3.82217 1.26448 0.0 -0.1 0.0
H 1.96799 -4.67630 2.35127 0.0 0.0 -0.1
H 3.78748 -3.52779 3.41259 0.0 0.0 0.0
H 5.15275 -1.45847 3.60740 0.0 0.0 0.0
H 4.26510 0.65131 2.57382 0.0 0.0 0.0
H 2.11705 0.56245 1.37926 0.0 0.0 -0.1
C -3.58657 -3.30959 -2.55197 0.2 0.1 0.2
Ge -2.78171 -3.12135 -0.73207 -0.3 -0.4 0.1
C -3.67671 -1.58381 0.16087 0.0 -0.2 -0.1
C -3.50988 -4.70302 0.25480 0.1 0.1 -0.2
C -0.86735 -2.98227 -0.75735 -0.1 1.4 0.3
H -4.59102 -3.72937 -2.48400 0.0 0.0 0.0
H -2.97432 -3.98987 -3.14634 0.0 0.0 0.0
H -3.64815 -2.35724 -3.08265 0.0 0.0 0.0
H -4.76087 -1.70654 0.13692 0.0 0.0 0.0
H -3.43838 -0.64009 -0.32644 -0.1 0.1 0.0
H -3.36339 -1.52552 1.20301 0.0 0.0 0.0
H -4.51678 -4.92434 -0.10490 0.0 0.0 0.0
H -3.56799 -4.52672 1.33053 0.0 0.0 0.0
H -2.88651 -5.58185 0.08265 0.0 0.0 0.0
H -0.46243 -3.46020 -1.65461 0.1 -0.2 0.1
```
Forces are in eV/Å.

Results of the Löwdin charge analysis, in e, for atoms 1 through 6: Hf 1.45; Cl 0.72; C -0.68; C -0.29; C -0.68; Cl 0.79

=====

Entry 6:
DFT (wB97M-V/def2-TZVPD) results for the molecule C15H14ClFN2O3S.

energy relative to the best compared isomer or geometry (same formula, charge and spin)	0.0	kJ/mol
gap between HOMO and LUMO	0.3340	Eh
E_HOMO	-8.57	eV
SMILES	Cc1ccc(NC(=O)c2c(F)cccc2Cl)cc1NS(C)(=O)=O
spin multiplicity	1

```
37
Properties=species:S:1:pos:R:3:forces:R:3
C -3.96455 -1.23734 -0.11383 0.2 0.0 0.0
C -2.50821 -1.49160 0.14343 0.0 0.2 0.0
C -1.98465 -2.77362 0.06442 0.1 0.1 0.1
C -0.64480 -3.02900 0.28396 0.1 0.1 0.0
C 0.21462 -1.98006 0.59193 -0.5 0.2 0.0
N 1.56352 -2.25093 0.84169 0.0 -0.5 0.3
C 2.65754 -1.48231 0.60287 0.1 0.0 -0.1
O 3.75486 -1.80314 1.00419 0.1 0.0 0.0
C 2.46600 -0.26975 -0.26243 0.2 0.0 -0.3
C 2.08628 -0.41351 -1.59232 0.1 0.2 0.1
F 1.74346 -1.63908 -2.03605 0.1 0.1 0.0
C 2.06473 0.64789 -2.47451 0.0 -0.1 0.0
C 2.42872 1.90156 -2.01891 0.1 -0.2 0.0
C 2.79221 2.09052 -0.69798 0.1 0.0 0.1
C 2.80907 1.00896 0.16532 -0.1 -0.1 -0.3
Cl 3.20423 1.24828 1.82996 0.1 0.1 0.2
C -0.29578 -0.69392 0.71077 -0.1 -0.3 0.0
C -1.64046 -0.44462 0.47861 0.5 -0.8 0.0
N -2.10683 0.86056 0.63370 0.0 0.7 -0.2
S -1.23131 2.19051 0.10223 -0.1 0.2 0.2
C -0.43210 2.78697 1.60516 -0.4 -0.3 -0.7
O -0.23756 1.79362 -0.84937 -0.1 -0.1 0.3
O -2.21806 3.15169 -0.29020 -0.2 0.0 0.3
H -4.45563 -2.15447 -0.42776 -0.1 0.0 0.0
H -4.09500 -0.49381 -0.90066 -0.1 0.1 -0.1
H -4.46263 -0.87644 0.78675 -0.1 0.0 0.0
H -2.64234 -3.59300 -0.18538 -0.1 -0.1 0.0
H -0.26132 -4.03461 0.20646 0.1 -0.1 0.0
H 1.77344 -3.16215 1.23150 0.1 0.2 0.0
H 1.75911 0.48306 -3.49455 0.0 0.0 -0.1
H 2.41440 2.74166 -2.69409 0.0 0.1 -0.1
H 3.05624 3.06951 -0.33181 0.0 0.1 0.1
H 0.34709 0.12358 0.98139 0.1 0.0 0.1
H -3.09037 0.99110 0.45763 -0.1 0.2 0.0
H 0.43781 2.18297 1.82415 0.1 -0.2 0.0
H -1.16058 2.73757 2.40267 -0.1 0.0 0.1
H -0.14116 3.81334 1.42109 0.1 0.2 -0.1
```
Forces are in eV/Å.

Results of the Löwdin charge analysis, in e, for atoms 1 through 6: C -0.04; C -0.22; C -0.04; C -0.02; C -0.23; N 0.15

=====

- Number 3 is which compound?
  C3H6O3S

=====

- spin multiplicity of number 4 (C6H15N)?
  1

=====

- spin multiplicity of number 1 (C11H13BClCrN)?
  5